A structure of composition C66H192N30O22P10S3, computed with ωB97M-V/def2-TZVPD.

Last column: Löwdin charge in e.
Positions of all 323 atoms, in Å:
C (-2.95, 3.31, -4.91)  -0.1850
C (-3.65, 2.31, -5.81)  -0.1413
O (-2.61, 1.34, -5.98)  -0.1940
S (-1.72, 1.19, -4.62)  0.5994
O (-0.36, 1.32, -4.93)  -0.2102
O (-2.11, 0.09, -3.76)  -0.2483
O (-2.27, 2.53, -3.95)  -0.1875
H (-3.69, 3.93, -4.38)  0.1120
H (-2.35, 4.00, -5.51)  0.1339
H (-3.93, 2.62, -6.77)  0.1217
H (-4.44, 1.76, -5.21)  0.1224
C (1.52, 5.18, 0.80)  -0.1856
C (2.13, 3.79, 1.01)  -0.2082
O (2.81, 3.47, -0.16)  -0.1688
S (1.97, 4.10, -1.41)  0.6142
O (0.89, 3.19, -1.66)  -0.2317
O (2.77, 4.47, -2.47)  -0.1886
O (1.48, 5.42, -0.59)  -0.1897
H (2.06, 5.98, 1.34)  0.1267
H (0.47, 5.16, 1.10)  0.1023
H (1.29, 3.11, 1.10)  0.0769
H (2.66, 3.71, 1.93)  0.1320
C (2.17, 7.90, 3.75)  -0.1244
C (2.56, 6.94, 4.90)  -0.1787
O (1.29, 6.64, 5.41)  -0.1810
S (0.31, 6.28, 4.19)  0.5302
O (-0.96, 6.55, 4.67)  -0.1881
O (0.58, 4.99, 3.66)  -0.2112
O (0.91, 7.38, 3.28)  -0.1951
H (2.94, 7.78, 3.01)  0.1171
H (2.05, 8.93, 4.10)  0.1370
H (3.24, 7.36, 5.61)  0.1281
H (3.08, 6.04, 4.49)  0.1430
O (5.69, -2.40, 4.03)  -0.2980
P (5.53, -1.46, 2.90)  0.4906
N (6.79, -1.38, 1.80)  -0.3117
C (7.95, -0.58, 2.19)  -0.1007
C (7.17, -2.65, 1.16)  -0.1012
N (5.28, 0.05, 3.38)  -0.3066
C (4.87, 1.11, 2.51)  -0.1025
C (5.15, 0.46, 4.80)  -0.0613
N (4.19, -1.95, 1.96)  -0.2577
C (3.10, -2.71, 2.54)  -0.1129
C (3.90, -1.23, 0.70)  -0.1149
H (7.86, 0.19, 2.95)  0.0782
H (8.19, -0.19, 1.19)  0.0608
H (8.80, -1.24, 2.48)  0.0941
H (6.32, -3.12, 0.64)  0.0712
H (7.65, -3.30, 1.90)  0.0826
H (7.96, -2.49, 0.41)  0.0751
H (5.23, 2.01, 2.99)  0.0803
H (5.29, 1.07, 1.52)  0.0629
H (3.78, 1.13, 2.49)  0.0799
H (4.15, 0.84, 4.92)  0.0542
H (5.31, -0.40, 5.43)  0.0674
H (5.95, 1.16, 5.04)  0.0869
H (3.42, -3.00, 3.54)  0.0530
H (2.22, -2.08, 2.62)  0.0541
H (2.75, -3.62, 1.96)  0.0862
H (3.41, -1.89, -0.01)  0.0560
H (4.87, -0.99, 0.24)  0.0557
H (3.35, -0.30, 0.77)  0.0553
O (0.81, -5.30, 1.18)  -0.2682
P (0.57, -6.28, 2.21)  0.3958
N (1.68, -6.33, 3.37)  -0.2950
C (2.91, -7.10, 3.30)  -0.0857
C (1.78, -5.14, 4.22)  -0.0992
N (0.51, -7.77, 1.52)  -0.2953
C (0.18, -8.93, 2.33)  -0.1131
C (0.68, -8.02, 0.10)  -0.0983
N (-0.78, -5.95, 3.07)  -0.2768
C (-1.20, -6.70, 4.20)  -0.1487
C (-1.96, -5.54, 2.25)  -0.0702
H (2.73, -8.04, 2.78)  0.0675
H (3.20, -7.37, 4.34)  0.0960
H (3.73, -6.53, 2.78)  0.0983
H (1.55, -5.38, 5.26)  0.0815
H (1.15, -4.26, 3.96)  0.0799
H (2.77, -4.73, 4.14)  0.0557
H (-0.81, -9.36, 1.96)  0.1059
H (0.93, -9.73, 2.34)  0.0826
H (0.10, -8.64, 3.36)  0.0424
H (-0.23, -8.49, -0.28)  0.0775
H (0.94, -7.08, -0.44)  0.0637
H (1.49, -8.76, -0.11)  0.0851
H (-0.36, -7.10, 4.77)  0.0794
H (-1.66, -6.06, 4.94)  0.0851
H (-1.88, -7.49, 3.94)  0.0757
H (-1.65, -5.04, 1.32)  0.0720
H (-2.49, -4.83, 2.80)  0.0530
H (-2.59, -6.40, 1.96)  0.0897
O (3.64, -5.13, -4.05)  -0.2801
P (4.51, -6.08, -3.33)  0.5405
N (4.21, -7.62, -3.87)  -0.3118
C (3.01, -7.88, -4.57)  -0.1277
C (4.63, -8.65, -2.94)  -0.1038
N (4.26, -5.98, -1.71)  -0.2785
C (3.57, -4.87, -1.06)  -0.0851
C (5.29, -6.66, -0.93)  -0.1492
N (6.21, -6.02, -3.56)  -0.3192
C (6.57, -6.27, -4.94)  -0.1344
C (6.76, -4.75, -3.11)  -0.1101
H (2.29, -8.24, -3.87)  0.0715
H (3.23, -8.67, -5.29)  0.0945
H (2.63, -6.99, -5.09)  0.0685
H (4.21, -8.44, -1.94)  0.0658
H (5.67, -8.69, -2.97)  0.0628
H (4.32, -9.66, -3.22)  0.0922
H (2.93, -5.16, -0.17)  0.0803
H (4.32, -4.15, -0.68)  0.0723
H (2.84, -4.51, -1.75)  0.0511
H (4.85, -7.51, -0.34)  0.0911
H (6.07, -6.91, -1.61)  0.0486
H (5.67, -6.00, -0.12)  0.0898
H (6.61, -5.35, -5.53)  0.0814
H (7.64, -6.68, -5.00)  0.1085
H (5.89, -6.96, -5.41)  0.0648
H (6.53, -4.70, -2.01)  0.0837
H (6.35, -3.94, -3.70)  0.0611
H (7.87, -4.71, -3.30)  0.1059
O (-4.36, 3.86, 0.60)  -0.2698
P (-5.15, 4.03, 1.80)  0.4930
N (-4.43, 5.16, 2.81)  -0.2937
C (-3.85, 6.33, 2.14)  -0.1083
C (-4.56, 5.41, 4.23)  -0.0842
N (-5.37, 2.54, 2.54)  -0.2941
C (-6.36, 2.29, 3.55)  -0.1127
C (-4.34, 1.54, 2.44)  -0.1111
N (-6.68, 4.57, 1.50)  -0.2867
C (-7.29, 5.78, 2.18)  -0.0569
C (-7.55, 3.84, 0.61)  -0.1088
H (-4.48, 7.21, 2.32)  0.0798
H (-3.76, 6.05, 1.05)  0.0749
H (-2.89, 6.58, 2.57)  0.0650
H (-5.49, 5.93, 4.40)  0.0682
H (-3.70, 5.96, 4.54)  0.0738
H (-4.67, 4.49, 4.75)  0.0612
H (-7.05, 1.51, 3.25)  0.0797
H (-5.83, 2.09, 4.47)  0.0765
H (-7.06, 3.13, 3.66)  0.0820
H (-4.03, 1.43, 1.41)  0.0373
H (-3.47, 1.94, 2.96)  0.0599
H (-4.80, 0.64, 2.90)  0.1007
H (-6.54, 6.14, 2.88)  0.0329
H (-7.59, 6.54, 1.44)  0.0786
H (-8.14, 5.54, 2.80)  0.0709
H (-6.97, 3.18, -0.06)  0.0509
H (-8.16, 4.51, -0.04)  0.1002
H (-8.24, 3.28, 1.23)  0.0752
O (-4.33, 5.96, -3.00)  -0.2851
P (-3.65, 7.11, -2.35)  0.5272
N (-2.95, 8.26, -3.31)  -0.3185
C (-1.82, 7.77, -4.05)  -0.1213
C (-3.75, 9.12, -4.13)  -0.1153
N (-2.31, 6.63, -1.44)  -0.3083
C (-1.95, 5.25, -1.24)  -0.0975
C (-1.41, 7.59, -0.88)  -0.1308
N (-4.77, 8.00, -1.55)  -0.3193
C (-5.96, 7.32, -1.25)  -0.1276
C (-4.39, 9.00, -0.59)  -0.1084
H (-1.13, 7.15, -3.47)  0.0768
H (-1.18, 8.56, -4.40)  0.0828
H (-2.18, 7.15, -4.91)  0.0964
H (-3.21, 10.03, -4.38)  0.0801
H (-4.60, 9.45, -3.52)  0.0809
H (-4.03, 8.62, -5.09)  0.0975
H (-2.85, 4.70, -1.56)  0.0720
H (-1.02, 4.95, -1.82)  0.0910
H (-1.81, 5.05, -0.14)  0.0771
H (-1.38, 7.41, 0.22)  0.0882
H (-0.39, 7.58, -1.20)  0.0691
H (-1.76, 8.60, -1.15)  0.0685
H (-6.10, 6.44, -1.92)  0.0917
H (-5.90, 6.90, -0.24)  0.0656
H (-6.74, 8.04, -1.25)  0.0757
H (-5.28, 9.64, -0.40)  0.1005
H (-3.57, 9.62, -1.00)  0.0760
H (-3.93, 8.63, 0.35)  0.0709
O (6.93, -0.21, -4.75)  -0.2792
P (6.18, 0.53, -3.75)  0.4914
N (4.56, 0.06, -3.65)  -0.2820
C (3.53, 0.76, -2.97)  -0.1322
C (4.39, -1.40, -3.48)  -0.0759
N (5.99, 2.15, -3.98)  -0.2710
C (4.90, 2.72, -4.87)  -0.0597
C (6.95, 3.13, -3.54)  -0.1213
N (7.01, 0.37, -2.29)  -0.2804
C (6.65, 1.20, -1.15)  -0.1292
C (8.35, -0.13, -2.14)  -0.1211
H (2.58, 0.42, -3.39)  0.0987
H (3.59, 1.80, -2.91)  0.0310
H (3.47, 0.48, -1.87)  0.0892
H (3.96, -1.62, -2.47)  0.0823
H (5.42, -1.84, -3.44)  0.0647
H (3.83, -1.73, -4.32)  0.0659
H (5.31, 3.10, -5.76)  0.0617
H (4.17, 2.02, -5.14)  0.0573
H (4.43, 3.61, -4.45)  0.0691
H (7.68, 3.47, -4.32)  0.0922
H (6.43, 4.08, -3.20)  0.1074
H (7.57, 2.72, -2.78)  0.0330
H (7.41, 2.01, -1.01)  0.0889
H (5.71, 1.75, -1.31)  0.0795
H (6.51, 0.60, -0.25)  0.0443
H (9.19, 0.53, -2.34)  0.0815
H (8.59, -0.96, -2.82)  0.0824
H (8.46, -0.50, -1.14)  0.0487
O (0.63, 3.75, 6.27)  -0.2536
P (-0.04, 2.75, 7.09)  0.4773
N (-0.69, 3.30, 8.51)  -0.2813
C (0.04, 3.27, 9.81)  -0.0782
C (-1.66, 4.41, 8.29)  -0.0933
N (0.98, 1.53, 7.53)  -0.2947
C (2.12, 1.40, 6.64)  -0.1286
C (0.56, 0.29, 7.98)  -0.1543
N (-1.45, 2.23, 6.41)  -0.2946
C (-1.38, 2.01, 4.96)  -0.0630
C (-2.50, 1.57, 7.10)  -0.1513
H (1.00, 3.75, 9.88)  0.0784
H (0.19, 2.25, 10.09)  0.0531
H (-0.65, 3.63, 10.52)  0.0623
H (-2.58, 4.24, 8.90)  0.0868
H (-1.95, 4.36, 7.25)  0.0629
H (-1.30, 5.39, 8.56)  0.0763
H (1.91, 1.08, 5.59)  0.0903
H (2.50, 2.45, 6.56)  0.0846
H (2.83, 0.68, 7.06)  0.0822
H (0.24, 0.17, 9.02)  0.0760
H (-0.35, -0.07, 7.46)  0.0772
H (1.37, -0.48, 7.89)  0.1019
H (-2.37, 2.18, 4.56)  0.0603
H (-0.67, 2.70, 4.55)  0.0529
H (-1.12, 0.97, 4.74)  0.0801
H (-3.51, 2.10, 7.01)  0.1001
H (-2.32, 1.47, 8.15)  0.0650
H (-2.77, 0.56, 6.77)  0.0747
O (-2.19, -4.63, -5.71)  -0.2875
P (-0.80, -4.92, -5.31)  0.4614
N (-0.02, -6.15, -6.07)  -0.2792
C (0.43, -6.01, -7.45)  -0.1085
C (-0.44, -7.57, -5.72)  -0.0549
N (-0.73, -5.35, -3.72)  -0.3064
C (-1.85, -5.77, -2.93)  -0.1106
C (0.45, -5.52, -2.97)  -0.1299
N (0.18, -3.63, -5.59)  -0.2963
C (-0.33, -2.35, -5.15)  -0.1084
C (1.60, -3.56, -5.72)  -0.1392
H (0.71, -5.03, -7.74)  0.0621
H (-0.34, -6.44, -8.12)  0.0892
H (1.33, -6.61, -7.53)  0.0748
H (-1.41, -7.82, -6.16)  0.0867
H (-0.57, -7.74, -4.68)  0.0481
H (0.39, -8.21, -5.97)  0.0623
H (-1.75, -6.87, -2.67)  0.0901
H (-1.81, -5.17, -2.03)  0.0706
H (-2.83, -5.58, -3.34)  0.0744
H (1.35, -5.42, -3.62)  0.0693
H (0.55, -4.91, -2.06)  0.0745
H (0.46, -6.53, -2.55)  0.0628
H (-1.40, -2.51, -5.06)  0.0633
H (0.17, -2.07, -4.19)  0.0930
H (-0.21, -1.53, -5.81)  0.0740
H (1.96, -3.11, -4.78)  0.0607
H (1.87, -2.80, -6.49)  0.0997
H (2.19, -4.47, -5.94)  0.0698
O (-6.19, 0.13, -4.65)  -0.2787
P (-6.31, -0.28, -3.23)  0.4551
N (-5.80, 0.90, -2.23)  -0.2632
C (-5.57, 0.62, -0.82)  -0.1124
C (-6.09, 2.29, -2.47)  -0.1044
N (-5.54, -1.66, -2.91)  -0.2883
C (-4.45, -2.05, -3.85)  -0.0657
C (-5.81, -2.52, -1.79)  -0.1200
N (-7.84, -0.71, -2.74)  -0.3228
C (-8.67, 0.31, -2.13)  -0.1062
C (-8.55, -1.72, -3.41)  -0.1262
H (-6.41, 0.14, -0.27)  0.0833
H (-5.36, 1.55, -0.32)  0.0337
H (-4.78, -0.15, -0.56)  0.0872
H (-5.36, 2.96, -2.01)  0.0845
H (-7.01, 2.62, -2.05)  0.0502
H (-6.04, 2.39, -3.55)  0.0794
H (-4.82, -2.90, -4.43)  0.0959
H (-4.33, -1.25, -4.58)  0.0532
H (-3.46, -2.08, -3.37)  0.0738
H (-6.63, -2.06, -1.24)  0.0670
H (-6.04, -3.51, -2.11)  0.0753
H (-4.93, -2.53, -1.12)  0.0818
H (-9.49, -0.26, -1.66)  0.0863
H (-8.13, 0.85, -1.35)  0.0522
H (-9.16, 1.00, -2.84)  0.0960
H (-9.43, -1.36, -3.96)  0.0894
H (-8.96, -2.43, -2.68)  0.0894
H (-7.91, -2.16, -4.11)  0.0627
O (0.91, 0.69, 1.83)  -0.2847
P (-0.36, 0.10, 1.33)  0.5260
N (-0.35, -0.94, 0.04)  -0.3093
C (-0.27, -2.37, 0.06)  -0.1008
C (0.40, -0.42, -1.11)  -0.0997
N (-1.43, 1.28, 0.79)  -0.2520
C (-1.99, 1.25, -0.54)  -0.1136
C (-1.25, 2.62, 1.38)  -0.0927
N (-1.17, -0.69, 2.52)  -0.2898
C (-0.40, -1.64, 3.39)  -0.0876
C (-2.49, -1.18, 2.31)  -0.1443
H (0.69, -2.76, 0.38)  0.0663
H (-0.54, -2.77, -0.93)  0.0909
H (-1.07, -2.55, 0.84)  0.0702
H (1.35, -1.01, -1.12)  0.0841
H (0.60, 0.64, -0.97)  0.0638
H (-0.13, -0.48, -2.06)  0.0738
H (-3.00, 1.72, -0.58)  0.0813
H (-1.29, 1.76, -1.26)  0.0818
H (-2.04, 0.21, -0.84)  0.0651
H (-0.82, 2.59, 2.40)  0.0664
H (-0.51, 3.14, 0.75)  0.0519
H (-2.17, 3.25, 1.46)  0.0724
H (0.38, -1.07, 3.86)  0.0642
H (-1.11, -2.02, 4.10)  0.0765
H (0.08, -2.44, 2.82)  0.0567
H (-2.53, -2.27, 2.07)  0.0738
H (-3.11, -0.70, 1.59)  0.0506
H (-3.00, -1.12, 3.33)  0.0997

## Properties
**LUMO**: 0.1 eV
**Gap between HOMO and LUMO**: 7.887 eV
**Highest occupied orbital energy**: -0.2863 Ha